Below is a structure of composition C14H14ClGdNO2 in a non-equilibrium geometry, with properties calculated with ωB97M-V/def2-TZVPD.

```
33
Properties=species:S:1:pos:R:3:forces:R:3
C -2.16441 -1.34728 -0.91948 -1.1 -0.3 -0.3
C -1.53301 -1.53878 -2.16718 -1.4 0.0 -0.7
C -1.30041 -0.26038 -2.72448 -1.4 0.1 -1.3
H -1.25191 -2.48638 -2.59518 0.0 -0.1 -0.1
C -1.74841 0.71312 -1.80438 -1.5 0.0 -0.8
C -2.29461 0.02742 -0.69588 -1.1 0.3 -0.4
H -2.63781 0.48502 0.21342 -0.1 0.0 0.1
H -2.39121 -2.12078 -0.20918 0.0 0.0 0.1
H -0.84181 -0.06178 -3.67708 0.0 0.0 -0.1
H -1.65861 1.78172 -1.90518 0.0 0.1 -0.1
Gd 0.10049 -0.42298 -0.83358 0.4 -0.5 5.1
Cl 0.25829 -2.37318 0.70712 0.4 -1.9 0.3
C 2.44929 -0.30208 -0.56518 1.5 0.2 -0.2
C 2.07509 0.92132 -1.16268 1.2 0.4 -0.5
C 1.58759 0.64292 -2.44658 1.0 0.2 -0.8
H 2.06599 1.87822 -0.67358 0.1 0.0 0.1
C 1.67709 -0.75548 -2.65668 1.0 0.1 -0.9
C 2.21709 -1.33598 -1.50058 1.3 0.0 -0.5
H 2.33659 -2.38768 -1.31348 0.0 -0.1 0.0
H 2.75569 -0.43558 0.45632 0.1 0.0 0.1
H 1.16879 1.36232 -3.13108 0.0 0.0 -0.1
H 1.34089 -1.28928 -3.53018 0.0 0.0 -0.1
O -1.88951 -0.83238 2.09222 -0.6 0.1 0.4
C -1.01441 -0.02488 2.35462 -1.2 -1.4 -0.7
C -0.87621 0.60192 3.70182 0.3 0.6 1.2
C 0.36199 1.48272 3.52802 -0.4 0.1 1.3
C 0.74639 1.22392 2.10832 0.7 0.3 -0.8
O 1.71379 1.74622 1.59132 0.9 0.7 -0.1
N -0.06991 0.36132 1.46852 -0.1 1.2 0.6
H -1.77851 1.20452 3.94122 0.4 -0.6 0.0
H -0.70761 -0.18328 4.47002 -0.4 0.4 -0.5
H 0.12169 2.55832 3.66952 0.5 -0.6 -0.1
H 1.18159 1.16712 4.20932 -0.4 0.5 -0.5
```
Forces are in eV/Å.

Values from the calculation:
Energy   -53689.47860 eV
Multiplicity   8
LUMO (alpha / beta)   2.8068 / 0.8928 eV
Orbital gap (alpha / beta)   7.611 / 5.863 eV
Total charge   -1
HOMO energy (alpha / beta)   -0.1766 / -0.1826 Ha